{"formula": "C31H74N6O8", "method": "ωB97M-V/def2-TZVPD", "homo_lumo_gap_ev": 9.43, "smiles": "CC(=O)N(C)CCCC[C@@H]1CCOC1=O.COC[C@@H](C)N.COC[C@@H](C)N.COC[C@@H](C)N.COC[C@@H](C)N.COC[C@@H](C)N", "homo_energy_ev": -8.92, "elements": ["O", "O", "O", "O", "O", "O", "O", "O", "N", "N", "N", "N", "N", "N", "C", "C", "C", "C", "C", "C", "C", "C", "C", "C", "C", "C", "C", "C", "C", "C", "C", "C", "C", "C", "C", "C", "C", "C", "C", "C", "C", "C", "C", "C", "C", "H", "H", "H", "H", "H", "H", "H", "H", "H", "H", "H", "H", "H", "H", "H", "H", "H", "H", "H", "H", "H", "H", "H", "H", "H", "H", "H", "H", "H", "H", "H", "H", "H", "H", "H", "H", "H", "H", "H", "H", "H", "H", "H", "H", "H", "H", "H", "H", "H", "H", "H", "H", "H", "H", "H", "H", "H", "H", "H", "H", "H", "H", "H", "H", "H", "H", "H", "H", "H", "H", "H", "H", "H", "H"], "coordinates": [[3.438, 3.740, 4.223], [0.431, 3.149, -6.222], [-3.891, -2.210, -3.101], [-7.288, 0.943, 0.055], [-0.302, 1.688, -0.280], [1.178, -2.645, 0.093], [7.845, -5.707, 2.413], [-1.115, 1.978, -2.283], [-3.080, -0.775, -1.506], [0.553, 3.511, 3.992], [-9.283, -0.264, 1.790], [2.965, -4.740, 1.008], [5.644, -4.125, 3.453], [2.331, 2.695, -4.080], [-1.719, -1.220, -1.816], [-1.154, 2.090, -0.950], [-7.381, 2.355, 0.007], [6.246, -5.712, 5.198], [-2.753, 3.548, -1.855], [1.730, -3.580, -0.814], [2.706, 4.582, 3.352], [-8.412, 1.683, 2.964], [5.752, -5.553, 3.762], [4.134, 2.678, 3.595], [8.869, -5.933, 3.364], [1.794, -1.366, 0.077], [4.266, -3.312, -0.472], [-4.039, -1.250, -2.431], [-2.626, -0.244, 0.922], [-3.119, 1.175, 1.238], [-5.340, -0.459, -2.527], [-8.063, 0.333, 2.343], [0.933, 3.996, -7.240], [1.360, 4.016, 2.874], [-3.442, -1.037, -0.104], [3.049, -4.227, -0.364], [-2.195, 2.629, -2.942], [2.447, 1.966, -5.345], [-6.931, 0.393, 1.305], [-3.550, 1.989, 0.015], [3.589, 2.564, -6.161], [1.477, 2.922, 1.816], [-2.436, 2.829, -0.560], [1.103, 1.907, -6.088], [6.595, -6.300, 2.719], [-2.196, 4.477, -1.975], [2.726, 0.933, -5.113], [7.102, -5.074, 5.416], [-2.092, 3.584, 0.149], [-4.514, -0.924, 0.029], [6.586, -3.771, 3.305], [1.138, 2.873, 4.527], [-8.380, 2.688, 0.294], [3.493, 1.802, 3.484], [3.227, -5.077, -1.031], [-1.571, -0.259, 0.676], [1.889, 3.588, -4.286], [1.653, 2.217, -3.489], [2.233, -5.445, 1.055], [8.842, -5.180, 4.154], [-5.774, -0.627, -3.504], [5.183, -3.902, -0.439], [-4.019, 1.412, -0.776], [-4.304, 2.700, 0.351], [-8.979, 1.536, 3.883], [3.333, 4.888, 2.503], [3.548, 3.652, -6.197], [4.548, 2.302, -5.712], [2.648, -1.339, 0.757], [2.106, -1.075, -0.929], [9.826, -5.837, 2.851], [-7.512, 2.250, 3.214], [8.803, -6.935, 3.799], [-7.216, 2.667, -1.025], [1.743, 1.955, 2.244], [-3.947, 1.134, 1.937], [-6.618, -0.633, 1.089], [1.826, -3.132, -1.813], [-2.880, 1.929, -3.415], [-6.628, 2.830, 0.642], [1.209, 1.425, -7.070], [-6.051, 0.914, 1.703], [-3.242, -2.099, 0.085], [1.068, -0.637, 0.438], [4.322, -2.597, 0.349], [2.614, -3.985, 1.595], [-2.699, -0.805, 1.853], [-9.501, 0.226, 0.925], [-1.748, 3.193, -3.754], [-5.168, 0.608, -2.435], [0.982, -4.373, -0.898], [0.368, 4.274, 4.638], [-2.287, 1.714, 1.684], [6.527, -6.746, 5.409], [4.262, -2.755, -1.411], [0.427, 1.278, -5.502], [-9.081, -1.214, 1.489], [0.126, 4.664, -7.543], [0.814, 4.848, 2.416], [2.224, 3.180, 1.061], [-6.037, -0.789, -1.764], [0.528, 2.784, 1.307], [-1.065, -0.363, -1.686], [1.748, 4.617, -6.864], [4.533, 2.976, 2.621], [6.037, -6.294, 1.778], [6.732, -7.354, 2.998], [-1.367, -2.024, -1.172], [-1.624, -1.511, -2.854], [3.587, 2.186, -7.186], [1.266, 3.428, -8.113], [5.197, -4.027, 2.543], [-7.711, -0.312, 3.155], [4.965, 2.398, 4.242], [2.503, 5.486, 3.933], [-9.031, 2.293, 2.308], [4.746, -5.981, 3.719], [-3.772, 3.899, -1.982], [5.459, -5.431, 5.898]], "atomic_forces_ev_per_a": [[0.008, 0.005, -0.120], [0.085, -0.095, -0.063], [0.789, -1.922, -1.699], [0.015, 0.042, -0.142], [2.837, -1.636, 2.287], [0.112, 0.057, -0.141], [-0.007, -0.096, 0.085], [0.535, -0.633, -1.034], [0.093, -0.204, -0.413], [0.051, 0.209, 0.090], [0.192, -0.123, -0.124], [-0.145, -0.029, 0.000], [-0.026, -0.014, -0.279], [-0.230, -0.140, 0.032], [0.299, 0.520, 0.177], [-3.513, 1.308, -1.923], [-0.121, -0.099, -0.130], [-0.092, -0.106, 0.144], [-0.213, 0.514, -0.819], [-0.155, -0.201, -0.087], [-0.086, 0.252, 0.037], [0.046, 0.067, 0.187], [0.289, 0.132, 0.138], [-0.019, -0.051, 0.228], [0.042, 0.191, -0.143], [-0.173, 0.053, 0.289], [0.174, -0.053, -0.103], [-1.169, 1.793, 1.557], [-0.730, -0.103, 0.349], [0.356, -0.230, -0.968], [0.480, 0.108, 0.048], [-0.176, 0.207, -0.177], [-0.134, 0.149, 0.162], [0.206, -0.371, 0.079], [0.493, -0.183, 0.005], [0.065, 0.274, 0.167], [-0.046, 0.544, -0.245], [-0.006, 0.346, -0.101], [0.135, -0.151, 0.170], [-0.267, 0.372, 0.350], [0.157, -0.102, -0.077], [-0.035, 0.180, -0.063], [0.969, 1.003, -0.159], [-0.090, -0.236, 0.072], [-0.203, -0.093, -0.172], [0.349, 0.067, 0.481], [-0.121, -0.024, 0.005], [0.031, 0.000, -0.083], [-0.206, -0.176, 0.445], [-0.183, 0.376, 0.044], [-0.023, 0.019, 0.113], [-0.062, -0.069, -0.076], [0.065, 0.130, 0.105], [0.043, -0.026, -0.164], [-0.106, -0.014, 0.000], [0.158, 0.059, -0.285], [0.113, 0.033, 0.031], [0.102, 0.003, 0.090], [0.102, -0.071, 0.001], [0.017, -0.116, 0.130], [-0.092, -0.282, -0.113], [-0.037, -0.027, 0.024], [0.027, -0.292, 0.057], [-0.158, 0.141, -0.046], [-0.013, -0.043, -0.038], [-0.017, -0.122, -0.071], [-0.087, 0.003, 0.012], [-0.039, 0.008, 0.044], [0.112, 0.060, -0.115], [0.035, -0.042, -0.014], [-0.044, -0.033, -0.065], [-0.006, -0.001, -0.016], [-0.043, 0.009, 0.048], [0.064, -0.092, -0.006], [0.042, 0.033, 0.080], [-0.017, -0.064, 0.202], [-0.052, 0.008, -0.041], [0.118, 0.065, 0.030], [-0.111, -0.391, 0.445], [-0.051, 0.010, 0.066], [0.100, 0.091, -0.040], [-0.086, 0.087, 0.089], [-0.022, -0.106, 0.005], [-0.070, -0.052, -0.082], [-0.097, 0.013, 0.003], [0.097, 0.000, 0.013], [0.076, -0.143, 0.139], [-0.075, 0.047, 0.086], [0.009, 0.135, -0.128], [-0.018, 0.138, 0.292], [-0.019, 0.024, 0.048], [-0.085, -0.014, -0.047], [-0.056, 0.074, 0.475], [0.014, 0.010, -0.008], [-0.009, 0.015, 0.019], [-0.031, 0.069, 0.021], [-0.068, -0.020, 0.111], [-0.052, -0.075, 0.010], [0.048, 0.067, 0.074], [0.008, -0.019, 0.007], [-0.188, 0.095, 0.130], [0.094, 0.034, 0.161], [0.271, -0.099, 0.169], [0.106, -0.036, -0.136], [-0.057, -0.007, -0.039], [0.032, 0.067, -0.005], [0.054, 0.031, 0.129], [-0.077, -0.202, -0.003], [-0.216, -0.200, -0.122], [-0.012, 0.014, 0.005], [0.056, -0.017, 0.021], [-0.136, -0.033, 0.080], [0.056, -0.054, -0.077], [-0.003, 0.088, 0.021], [0.028, -0.043, 0.057], [0.031, -0.039, -0.074], [0.016, -0.009, -0.136], [-0.412, -0.557, -0.013], [-0.004, 0.035, -0.047]]}

{"formula": "C12H30ClNaO13", "method": "ωB97M-V/def2-TZVPD", "homo_lumo_gap_ev": 7.52, "homo_energy_ev": -8.52, "elements": ["Cl", "Na", "O", "O", "O", "O", "O", "O", "O", "O", "O", "O", "O", "O", "O", "C", "C", "C", "C", "C", "C", "C", "C", "C", "C", "C", "C", "H", "H", "H", "H", "H", "H", "H", "H", "H", "H", "H", "H", "H", "H", "H", "H", "H", "H", "H", "H", "H", "H", "H", "H", "H", "H", "H", "H", "H", "H"], "coordinates": [[-6.269, -1.053, 4.005], [-3.380, -2.740, 0.960], [0.046, 1.571, 4.306], [3.115, 0.822, -2.572], [-7.276, -1.865, 4.626], [-5.632, -1.830, 2.943], [-5.255, -0.685, 4.962], [3.594, 0.385, -6.637], [1.467, 1.451, -1.263], [-0.851, -2.170, 1.647], [-0.304, 0.813, -3.128], [2.324, 1.571, 1.495], [-1.712, -1.797, -0.339], [-6.854, 0.123, 3.421], [1.001, 0.240, -3.139], [-1.252, -1.336, 0.699], [-1.224, 0.147, 0.963], [-1.212, -0.122, -2.562], [-0.446, 2.863, 4.673], [-1.278, 3.481, 3.564], [4.263, -2.322, -3.700], [-2.204, -0.667, -3.581], [4.621, -0.859, -3.430], [-0.148, -1.730, 2.838], [1.843, 0.890, -2.271], [-1.105, -1.275, 3.914], [3.514, 0.125, -3.788], [-0.642, -0.941, -2.172], [-2.122, 2.835, 3.320], [-3.212, -0.350, -3.370], [-1.660, 4.459, 3.861], [-1.047, 2.727, 5.570], [2.720, -0.350, -4.337], [0.595, 1.682, 3.519], [2.697, 0.734, -6.665], [-2.207, 0.462, 1.318], [0.403, 3.509, 4.922], [-0.552, -0.992, 4.806], [-2.213, -1.747, -3.568], [4.608, -2.666, -4.659], [-1.926, -0.373, -4.583], [3.987, 0.685, -7.464], [0.585, -0.969, 2.574], [3.240, 1.867, 1.497], [2.146, 1.351, 0.567], [-1.799, -2.078, 4.172], [-0.473, 0.454, 1.683], [-0.999, 0.665, 0.036], [0.411, -2.596, 3.182], [-1.778, 0.294, -1.749], [4.707, -2.945, -2.934], [4.851, -0.711, -2.385], [3.960, 0.847, -4.441], [5.527, -0.613, -3.963], [-0.683, 3.600, 2.657], [3.194, -2.450, -3.599], [-1.700, -0.421, 3.599]], "atomic_forces_ev_per_a": [[-0.025, 0.193, 0.218], [-0.556, -0.027, 0.395], [-0.029, 0.026, -0.140], [-0.591, -0.727, -0.842], [0.045, -0.008, -0.038], [0.556, -0.426, -0.692], [0.041, -0.003, -0.030], [-0.035, 0.076, -0.297], [-0.069, -0.444, -0.736], [-0.156, -0.558, -0.307], [0.188, 0.566, 0.204], [-0.022, -0.218, 0.045], [-0.377, -0.378, 0.885], [0.036, -0.012, -0.025], [0.510, 0.192, -0.333], [0.343, 1.036, -0.117], [0.462, 0.040, -0.228], [-0.359, -0.904, -0.457], [0.141, 0.015, -0.250], [-0.036, -0.142, 0.022], [0.071, 0.339, 0.836], [0.181, -0.154, -0.110], [-0.286, -0.416, -0.115], [0.164, 0.272, 0.722], [-0.974, 0.724, 1.555], [-0.337, -0.204, -0.190], [1.601, -0.046, -0.137], [0.370, -0.181, 0.250], [-0.052, 0.032, 0.080], [-0.332, 0.297, -0.072], [0.006, -0.008, -0.027], [0.036, -0.093, 0.024], [-0.480, -0.032, 0.304], [0.116, 0.059, 0.088], [-0.012, -0.019, 0.020], [-0.007, -0.020, 0.025], [-0.085, 0.053, 0.067], [0.023, 0.065, -0.006], [0.049, -0.351, 0.039], [-0.074, -0.091, -0.444], [0.003, 0.206, -0.273], [0.049, -0.065, -0.006], [-0.067, 0.029, -0.108], [-0.093, -0.001, 0.073], [-0.078, 0.270, -0.035], [0.060, -0.035, 0.042], [-0.123, -0.044, 0.155], [-0.101, 0.000, -0.047], [-0.080, -0.159, -0.246], [0.218, 0.699, 0.282], [0.227, -0.307, 0.046], [0.050, -0.016, 0.398], [-0.189, 0.720, -0.112], [0.255, 0.189, -0.213], [0.087, 0.093, -0.030], [-0.348, -0.205, -0.200], [0.082, 0.104, 0.085]]}

{"formula": "C23H25I2N4O2W", "method": "ωB97M-V/def2-TZVPD", "homo_lumo_gap_ev": [4.54, 4.54], "charge": 3, "homo_energy_ev": [-16.25, -16.25], "elements": ["W", "I", "I", "O", "O", "N", "N", "N", "N", "C", "C", "C", "C", "C", "C", "C", "C", "C", "C", "C", "C", "C", "C", "C", "C", "C", "C", "C", "C", "C", "C", "C", "H", "H", "H", "H", "H", "H", "H", "H", "H", "H", "H", "H", "H", "H", "H", "H", "H", "H", "H", "H", "H", "H", "H", "H", "H"], "coordinates": [[0.089, 0.496, 0.599], [4.918, 1.542, 1.540], [5.401, -4.371, 2.544], [1.894, 0.466, 0.961], [-0.722, 6.707, 1.592], [-0.128, -1.018, 2.057], [0.552, 5.898, 3.314], [-0.061, 2.516, 0.456], [-1.951, 0.012, 0.430], [1.164, 3.966, -1.005], [-4.488, -0.983, -0.023], [2.883, -2.912, 1.744], [1.653, 5.039, 3.732], [-4.018, 0.097, -0.766], [2.132, -1.803, 1.403], [4.074, -0.343, 1.635], [-1.307, 6.764, 4.719], [0.061, 5.913, 2.069], [0.671, -1.840, 1.099], [-2.749, 0.568, -0.519], [-2.423, -1.027, 1.169], [1.225, 3.967, 4.719], [4.820, -1.466, 1.981], [-1.524, -1.487, 2.281], [0.600, 2.748, -0.711], [0.111, 6.973, 4.222], [-0.154, 3.492, 1.384], [4.245, -2.739, 2.036], [0.371, 4.746, 1.145], [-3.682, -1.549, 0.958], [2.736, -0.543, 1.346], [1.011, 4.988, -0.071], [-1.530, -2.575, 2.386], [-4.627, 0.565, -1.526], [-5.479, -1.376, -0.202], [0.612, 3.200, 4.235], [0.638, 4.395, 5.530], [2.440, -3.898, 1.779], [-2.016, 6.781, 3.892], [-1.576, 7.567, 5.402], [1.377, 5.983, -0.285], [0.201, 7.920, 3.685], [0.496, -1.375, 0.046], [2.418, 5.681, 4.176], [0.362, -0.932, 2.950], [1.664, 4.127, -1.949], [-2.336, 1.409, -1.071], [-1.405, 5.822, 5.257], [-1.859, -1.056, 3.230], [0.821, 6.987, 5.049], [0.640, 1.917, -1.436], [5.871, -1.348, 2.206], [2.094, 3.482, 5.159], [-4.037, -2.376, 1.556], [-0.689, 3.249, 2.293], [2.117, 4.595, 2.848], [0.274, -2.851, 0.968]], "atomic_forces_ev_per_a": [[0.778, 1.891, 0.240], [-0.014, -0.012, -0.006], [-0.003, 0.001, -0.002], [-1.121, -0.586, -0.261], [0.015, 0.213, -0.073], [0.188, -0.062, -0.059], [0.020, 0.108, -0.329], [0.152, -0.208, 0.108], [0.116, -0.463, -0.036], [-0.209, -0.114, 0.031], [0.039, 0.038, -0.015], [0.122, 0.169, -0.001], [0.128, -0.027, 0.011], [0.144, 0.080, 0.031], [0.142, -0.218, 0.066], [0.043, -0.003, 0.031], [-0.044, 0.074, 0.002], [-0.216, -0.372, 0.259], [-0.019, -0.410, -0.091], [-0.128, 0.096, -0.225], [-0.209, -0.073, 0.124], [0.003, -0.016, 0.006], [-0.053, -0.016, -0.004], [-0.075, -0.088, 0.125], [0.071, -0.041, -0.404], [0.043, 0.089, 0.019], [-0.215, 0.277, 0.137], [-0.154, 0.069, -0.050], [0.082, -0.030, 0.050], [0.215, 0.103, 0.028], [0.167, -0.154, 0.074], [-0.033, -0.085, -0.032], [-0.033, 0.081, 0.023], [-0.004, 0.020, -0.018], [-0.041, -0.016, -0.010], [-0.016, 0.018, 0.020], [0.002, 0.019, 0.040], [-0.024, -0.055, 0.006], [-0.002, -0.004, -0.008], [-0.011, 0.020, 0.015], [0.039, 0.066, -0.009], [-0.039, -0.052, 0.065], [0.155, -0.410, -0.032], [-0.034, -0.038, 0.008], [-0.001, 0.057, -0.104], [0.030, -0.020, -0.027], [-0.075, -0.113, 0.025], [0.003, -0.053, 0.028], [-0.028, -0.016, -0.076], [-0.034, 0.031, -0.011], [0.041, 0.130, 0.131], [0.035, 0.000, 0.007], [0.049, -0.043, 0.006], [0.000, -0.043, 0.036], [0.069, 0.010, 0.014], [-0.005, 0.001, 0.047], [-0.053, 0.177, 0.069]]}

{"formula": "ClH2NO2S", "method": "ωB97M-V/def2-TZVPD", "homo_lumo_gap_ev": [7.66, 7.60], "homo_energy_ev": [-10.30, -10.33], "elements": ["Cl", "S", "O", "O", "N", "H", "H"], "coordinates": [[1.819, -1.255, 0.717], [0.580, 0.126, -0.195], [0.877, 0.023, -1.596], [0.574, 2.425, 1.121], [-1.005, -0.520, 0.052], [-1.481, 0.079, 0.699], [-1.363, -0.877, -0.798]], "atomic_forces_ev_per_a": [[-0.087, -0.241, 0.174], [-1.589, 0.123, 0.770], [-0.052, -0.073, -0.580], [-0.032, -0.393, -0.184], [3.415, 0.671, 0.677], [-0.760, 0.055, -0.160], [-0.896, -0.141, -0.697]]}